(1)
ORCA calculation (ωB97M-V/def2-TZVPD) on an isolated ion of composition C11H11O2S and charge +1.

For the energy above the lowest of the compared OMol25 structures with the same formula, charge and spin, the calculation gives 4.319 eV. Its LUMO energy (alpha / beta) is -5.16 / -5.16 eV. The highest occupied orbital energy (alpha / beta) is -11.948 / -11.947 eV. Its net charge is +1. As for the max |F|: 5.58 eV Å⁻¹.

Geometry (Å):
C (-0.613049, 1.381275, 0.167912)
C (-0.490959, -0.974327, 0.281281)
C (-1.988446, 1.308692, 0.123735)
C (-1.852246, -1.075433, 0.169053)
C (0.193255, 0.220419, 0.299249)
C (-2.649454, 0.062914, 0.071660)
C (3.902818, 1.414948, -0.613621)
C (1.660969, 0.232877, 0.300109)
C (3.413091, -1.421787, 0.719825)
C (4.416938, -1.993230, -0.220998)
C (-5.020376, 0.703190, -0.071968)
O (2.423287, -0.684263, 0.499229)
O (-3.961265, -0.203906, -0.047773)
S (2.551480, 1.849362, 0.199236)
H (0.079925, 2.234594, -0.004610)
H (-0.078665, -1.959322, 0.475810)
H (-2.635407, 2.166716, -0.233444)
H (-2.349203, -2.044704, 0.174439)
H (4.542166, 2.206451, -0.766919)
H (4.897133, -2.864884, 0.196409)
H (5.248858, -1.319538, -0.258646)
H (4.050850, -2.076703, -1.231608)
H (-5.874572, 0.106984, -0.038113)
H (-4.951169, 1.310626, -0.902123)
H (-4.915957, 1.419049, 0.711877)

Cartesian forces, eV/Å:
2.193 0.116 -0.327
-0.886 -2.381 0.710
-1.563 1.430 -1.727
-0.240 -0.213 0.038
0.597 -0.155 -0.208
-0.264 -0.188 0.353
-2.249 -2.395 1.008
-2.931 4.740 -0.185
1.952 -0.293 1.903
-1.601 0.380 -0.246
1.463 0.816 1.017
1.497 -3.869 -1.337
1.984 -1.027 0.086
0.426 -0.010 -0.494
-1.751 0.231 0.243
0.844 0.254 -0.250
1.158 -0.628 1.003
0.221 0.216 -0.015
1.402 2.172 -0.299
-0.493 -0.543 0.137
0.345 1.077 0.155
-0.013 -0.367 -0.518
-1.501 -0.536 0.119
-0.245 0.972 -2.416
-0.345 0.200 1.252


(2)
ORCA calculation (ωB97M-V/def2-TZVPD) on one molecule with the formula C6H12O.

For the energy above the lowest of the compared OMol25 structures with the same formula, charge and spin, the calculation gives 0.199 eV. Its LUMO energy is 0.97 eV. The highest occupied orbital energy is -9.526 eV. Its net charge is 0. As for the max |F|: 0.45 eV Å⁻¹.

Geometry (Å):
C (1.697720, -1.101725, -0.823445)
C (1.059082, -0.982082, 0.546286)
O (1.721931, -0.768809, 1.540412)
C (0.073125, 1.847486, 0.119078)
C (-1.304178, 1.187507, 0.172887)
C (-1.311091, -0.282296, -0.264365)
C (-0.446662, -1.190295, 0.625737)
H (2.783427, -1.029404, -0.724519)
H (1.339932, -0.312379, -1.496426)
H (1.415883, -2.062808, -1.269660)
H (0.784733, 1.334216, 0.766212)
H (0.033027, 2.891002, 0.447364)
H (0.483067, 1.823251, -0.897611)
H (-1.697719, 1.249354, 1.196707)
H (-1.998650, 1.752695, -0.460989)
H (-0.999200, -0.366032, -1.314852)
H (-2.341217, -0.660093, -0.230133)
H (-0.623889, -2.239005, 0.348415)
H (-0.736576, -1.070306, 1.675543)

Cartesian forces, eV/Å:
0.056 -0.005 0.034
0.069 0.019 0.149
-0.193 -0.193 -0.361
0.051 0.014 -0.035
-0.053 0.031 0.012
0.011 0.013 -0.068
-0.011 -0.015 0.096
-0.193 -0.045 -0.039
0.044 -0.168 0.182
0.083 0.137 0.010
-0.067 0.195 0.006
-0.045 -0.137 -0.103
-0.098 0.090 0.098
0.058 -0.005 -0.134
0.048 -0.110 0.090
0.007 0.029 0.160
0.174 0.065 0.008
-0.003 0.124 0.030
0.061 -0.037 -0.135


(3)
ORCA calculation (ωB97M-V/def2-TZVPD) on C28H28FeN6O10 as an isolated structure.

For the energy above the lowest of the compared OMol25 structures with the same formula, charge and spin, the calculation gives 0.336 eV. Its LUMO energy (alpha / beta) is 2.29 / 2.11 eV. The highest occupied orbital energy (alpha / beta) is -5.226 / -5.316 eV. The multiplicity is 6. Its net charge is -1. As for the max |F|: 0.53 eV Å⁻¹.

Geometry (Å):
Fe (-0.436519, 0.043827, -0.056143)
C (-2.408357, -2.763065, -3.162446)
O (-2.571112, -1.529378, -3.847169)
C (-3.267909, -0.574315, -3.138044)
C (-4.430226, -0.078626, -3.694285)
C (-5.172729, 0.907626, -3.048105)
C (-4.739728, 1.361186, -1.817683)
C (-3.563856, 0.880107, -1.238924)
C (-3.220805, 1.359103, 0.089945)
N (-2.176786, 1.005625, 0.733394)
N (-2.013670, 1.496918, 2.017220)
C (-0.972847, 0.921994, 2.549514)
O (-0.236327, 0.035968, 1.948551)
C (-0.592402, 1.298983, 3.938643)
C (0.547381, 0.745381, 4.510391)
C (0.916250, 1.087403, 5.803925)
C (0.150272, 1.985423, 6.532769)
C (-0.987493, 2.544297, 5.961800)
C (-1.357618, 2.204359, 4.671078)
C (-2.768775, -0.079631, -1.911712)
O (-1.642426, -0.549116, -1.451498)
H (-2.081311, -3.489768, -3.905312)
H (-1.676962, -2.684297, -2.358183)
H (-3.361718, -3.092909, -2.735185)
H (-4.737819, -0.478588, -4.653220)
H (-6.074303, 1.299614, -3.499211)
H (-5.307025, 2.111969, -1.279391)
H (-3.914884, 2.046438, 0.574186)
H (1.137084, 0.056957, 3.920070)
H (1.808145, 0.655371, 6.241315)
H (0.440428, 2.255233, 7.540994)
H (-1.585030, 3.250397, 6.525362)
H (-2.237201, 2.631672, 4.209110)
O (3.483581, 0.421869, -1.245540)
C (2.412957, 0.824560, -0.800914)
O (1.585372, 0.095123, -0.136061)
C (2.028629, 2.269940, -1.001394)
C (3.028629, 3.199599, -1.102040)
C (2.716739, 4.548310, -1.269178)
C (1.406835, 4.965524, -1.356027)
C (0.389937, 4.035913, -1.261045)
C (0.649200, 2.636704, -1.092017)
O (-0.274619, 1.750754, -1.109991)
N (-0.970357, 4.565983, -1.340805)
O (-1.107536, 5.698180, -1.795204)
O (-1.902649, 3.869320, -0.999625)
N (3.780964, 5.530985, -1.358309)
O (3.476417, 6.702505, -1.526665)
O (4.933481, 5.142703, -1.255252)
H (4.057339, 2.872187, -1.061166)
H (1.167801, 6.007933, -1.489548)
C (2.175160, -3.404013, 2.228331)
C (1.418006, -4.255904, 1.213891)
N (1.577980, -3.768780, -0.147588)
C (2.648313, -4.376984, -0.926374)
C (2.190471, -5.614475, -1.686920)
C (0.882249, -2.679131, -0.569624)
C (1.161508, -2.158057, -1.950059)
N (0.023889, -2.056824, 0.167053)
H (2.014999, -3.774794, 3.242153)
H (1.850890, -2.363600, 2.179772)
H (3.246126, -3.426451, 2.019426)
H (0.355133, -4.306793, 1.460308)
H (1.775742, -5.287062, 1.235912)
H (3.452160, -4.638256, -0.233595)
H (3.069300, -3.641101, -1.605694)
H (1.790479, -6.366607, -1.004284)
H (3.022143, -6.060891, -2.235014)
H (1.405712, -5.357364, -2.399433)
H (2.104424, -1.605978, -1.941679)
H (0.359754, -1.485671, -2.243778)
H (1.217709, -2.963826, -2.681877)
H (-0.068581, -2.411719, 1.108071)

Cartesian forces, eV/Å:
0.262 0.029 0.002
-0.035 -0.076 0.052
0.004 0.052 0.052
-0.149 0.042 -0.258
0.164 -0.088 0.012
0.040 0.087 0.192
-0.165 0.015 -0.217
0.263 0.019 0.328
-0.082 0.003 -0.157
0.165 -0.138 -0.049
-0.088 -0.015 0.029
0.158 -0.243 -0.143
-0.195 0.363 0.153
-0.072 0.028 0.024
-0.002 0.001 -0.013
0.015 -0.012 0.003
-0.007 0.006 -0.011
0.011 -0.004 -0.004
-0.006 -0.010 0.003
0.065 0.025 0.084
-0.177 -0.125 -0.020
0.025 0.008 0.000
-0.005 0.004 -0.007
0.000 -0.007 -0.038
-0.009 0.003 0.010
-0.002 -0.002 0.012
0.000 0.001 -0.013
0.018 -0.023 0.017
0.002 0.004 0.011
-0.006 0.005 -0.003
-0.001 -0.004 -0.005
0.003 -0.004 -0.005
0.008 -0.002 0.003
-0.015 -0.020 0.075
-0.030 0.001 -0.072
-0.062 0.058 -0.131
0.007 -0.063 0.068
0.044 0.038 -0.010
-0.017 -0.063 -0.022
-0.027 0.033 0.042
0.089 -0.072 0.147
-0.170 -0.094 -0.145
0.068 0.288 0.215
-0.153 -0.017 -0.510
0.055 -0.090 0.179
0.089 0.040 0.201
0.058 0.105 0.030
0.008 -0.080 -0.001
-0.068 -0.002 -0.021
0.001 -0.003 0.002
-0.004 0.017 -0.009
0.009 0.009 -0.003
0.012 0.016 0.024
-0.037 -0.020 0.006
-0.008 0.009 -0.011
0.003 -0.002 0.001
0.134 0.070 0.013
-0.034 -0.105 0.016
-0.156 -0.123 -0.193
-0.006 -0.002 -0.007
0.023 -0.002 0.016
-0.010 0.003 -0.001
-0.024 0.013 -0.001
0.013 0.010 -0.007
-0.005 0.002 0.007
-0.002 0.026 -0.019
-0.003 0.004 0.000
-0.004 0.003 0.004
0.004 -0.005 -0.003
-0.006 -0.001 -0.002
0.020 0.032 -0.003
0.010 -0.032 -0.001
-0.008 0.076 0.080


(4)
ORCA calculation (ωB97M-V/def2-TZVPD) on a 2-piece molecular cluster, C4H7Br2FNOS overall.

Its LUMO energy is 3.00 eV. The highest occupied orbital energy is -2.241 eV. Its net charge is -1. As for the max |F|: 0.90 eV Å⁻¹.

Geometry (Å):
O (-2.699318, -0.999922, 2.295497)
C (-1.677592, -1.428288, 1.871915)
F (-1.707052, -2.635042, 1.225410)
C (-0.302256, -0.824858, 1.926602)
N (-0.343718, 0.481613, 1.335672)
S (0.561346, 1.554180, 2.293387)
H (0.383714, -1.515859, 1.397965)
H (-0.001551, -0.853202, 2.979963)
H (1.135150, 2.300114, 1.340640)
Br (2.381184, -0.513537, -1.248009)
C (0.513462, -0.099688, -1.593656)
C (0.382980, 0.930106, -2.686473)
Br (0.809413, 2.715731, -2.041900)
H (0.095488, 0.208350, -0.620166)
H (0.064499, -1.039318, -1.912524)
H (-0.642681, 0.990659, -3.042927)
H (1.046934, 0.728959, -3.521397)

Cartesian forces, eV/Å:
0.106 -0.262 -0.096
-0.473 0.582 0.488
0.041 -0.360 -0.191
0.458 -0.037 -0.768
-0.186 0.160 0.178
-0.261 0.146 0.130
0.028 -0.191 0.078
-0.032 -0.023 0.221
0.281 -0.038 -0.182
0.137 -0.024 0.029
-0.107 -0.065 -0.106
-0.049 -0.090 0.161
0.077 0.084 -0.061
0.003 0.093 0.121
-0.004 0.017 -0.047
-0.037 -0.046 0.077
0.019 0.054 -0.031


(5)
ORCA calculation (ωB97M-V/def2-TZVPD) on one molecule with the formula C5H6N4O2S.

For the energy above the lowest of the compared OMol25 structures with the same formula, charge and spin, the calculation gives 6.069 eV. Its LUMO energy is -1.05 eV. The highest occupied orbital energy is -9.179 eV. Its net charge is 0. As for the max |F|: 5.03 eV Å⁻¹.

Geometry (Å):
C (-2.070043, -2.839757, -0.028786)
C (0.427559, -0.124236, 0.076616)
C (-1.978012, -1.521143, 0.114415)
C (-2.138681, -0.204430, 0.213254)
C (-3.142738, 0.844542, 0.377865)
N (-1.990201, -3.955142, -0.290322)
N (-0.850177, -0.425249, -0.154710)
N (1.546297, -0.726364, -0.143752)
N (2.963495, 1.568461, -0.645533)
O (3.304763, 0.022329, 1.413018)
O (4.018671, -0.652525, -0.830441)
S (3.009867, -0.062156, 0.032210)
H (0.395003, 0.983696, 0.248623)
H (-3.187404, 1.476875, 1.303782)
H (-3.140562, 1.480510, -0.505047)
H (-4.049485, 0.369716, 0.378474)
H (3.507163, 1.493343, -1.542063)
H (3.374486, 2.271527, -0.017604)

Cartesian forces, eV/Å:
-0.009 -1.834 -0.666
0.784 3.376 -0.144
0.926 4.929 0.417
-0.789 -1.880 0.930
1.151 1.814 0.474
-0.192 -0.801 0.115
0.803 -2.394 -0.779
-1.256 -1.124 -0.357
-0.059 -1.121 -0.215
-0.175 0.243 1.293
-1.842 -0.504 0.568
2.224 2.041 -2.108
0.632 -0.527 0.132
0.876 -0.598 -0.776
0.228 0.278 0.033
-2.387 -1.356 -0.080
-0.722 0.193 1.413
-0.191 -0.735 -0.247


(6)
ORCA calculation (ωB97M-V/def2-TZVPD) on a 2-piece molecular cluster, C5H17N2O overall.

For the energy above the lowest of the compared OMol25 structures with the same formula, charge and spin, the calculation gives 2.066 eV. Its LUMO energy (alpha / beta) is 0.88 / 0.64 eV. The highest occupied orbital energy (alpha / beta) is -2.911 / -9.711 eV. The multiplicity is 2. Its net charge is 0. As for the max |F|: 2.71 eV Å⁻¹.

Geometry (Å):
C (-1.683916, -0.948299, 0.096965)
N (-0.359346, -1.324101, -0.381900)
C (-0.148395, -1.300625, -1.861966)
C (1.380794, -1.349123, -2.046793)
C (-1.545899, 0.254604, 1.131818)
N (-0.148165, 0.690107, 1.164227)
C (0.161239, 1.421001, 2.400337)
H (-2.325975, -0.598645, -0.706983)
H (-2.160217, -1.791099, 0.604965)
H (-0.189317, -2.270517, -0.083518)
H (-0.765181, -2.078471, -2.328371)
H (-0.631109, -0.406635, -2.249461)
H (1.737690, -0.402223, -1.670196)
H (1.624504, -1.690890, -3.062599)
H (1.695474, -2.277064, -1.560469)
H (-2.021464, 0.083502, 2.086236)
H (-2.064539, 1.100353, 0.656203)
H (0.021241, 1.386458, 0.386171)
H (0.495156, -0.084259, 0.961098)
H (1.040732, 2.061447, 2.387540)
H (0.168713, 0.800887, 3.305658)
H (-0.675043, 2.079408, 2.671921)
H (1.830762, 2.390221, -1.332975)
H (2.368064, 2.451409, 0.067374)
O (2.194199, 1.802561, -0.635292)

Cartesian forces, eV/Å:
0.309 0.582 1.123
-0.407 -0.417 -0.746
-0.306 0.077 0.862
-1.836 -1.727 -1.008
-0.831 -0.393 -2.231
0.543 0.614 1.386
-0.798 0.635 1.945
-0.024 -0.132 -0.156
-0.088 0.110 -0.129
0.265 -0.190 0.095
0.581 -0.444 -0.110
0.440 0.517 0.075
0.864 -0.154 -0.121
0.104 1.208 -0.197
0.382 0.544 0.913
0.495 -0.188 0.349
-0.063 0.119 0.325
-0.034 0.192 -0.401
-0.188 -0.105 -0.100
0.185 -0.337 -0.589
0.431 -0.554 -0.601
0.080 0.144 -0.737
0.006 -0.457 0.291
0.017 -0.090 0.123
-0.128 0.445 -0.359